No. 1
Formula: C5H5NO
Source: the OMol25 dataset
Level of theory: wB97M-V/def2-TZVPD

Calculated values
Charge ... 0
ΔE to the lowest compared entry with this formula, charge and spin ... 59.5 kcal/mol
HOMO level ... -10.2 eV
2S+1 ... 1

Structure (XYZ):
```
12
Properties=species:S:1:pos:R:3:forces:R:3
N 2.624 1.546 -0.377 -0.68 -0.87 0.16
C 1.919 0.650 -0.191 0.65 0.79 -0.16
C 1.001 -0.481 0.033 0.19 0.00 -0.15
O 0.394 -0.454 1.337 0.02 0.01 0.10
C -0.903 -0.501 0.735 -0.36 -0.12 0.12
C -1.147 0.718 -0.079 -0.04 0.15 0.01
C -0.354 -0.425 -0.661 0.02 -0.10 -0.23
H 1.533 -1.425 -0.125 -0.05 0.14 0.01
H -1.651 -1.138 1.194 0.11 0.11 -0.07
H -2.147 0.819 -0.491 0.14 -0.04 0.07
H -0.655 1.650 0.193 -0.04 -0.16 -0.04
H -0.615 -0.958 -1.567 0.04 0.10 0.17
```
Forces are in eV/Å.

No. 2
Formula: C6H6S2
Source: the OMol25 dataset
Level of theory: wB97M-V/def2-TZVPD

Calculated values
Charge ... 0
ΔE to the lowest compared entry with this formula, charge and spin ... 24.7 kcal/mol
HOMO level ... -8.8 eV
SMILES ... CC1C(=S)C=CC1=S
2S+1 ... 1

Structure (XYZ):
```
14
Properties=species:S:1:pos:R:3:forces:R:3
C -0.161 -1.746 -0.397 -0.70 -0.50 3.00
C 0.002 -0.500 0.568 -0.99 -0.96 0.81
C 1.154 0.274 0.081 3.12 -0.68 1.31
S 2.763 -0.145 0.080 -1.49 -0.01 -0.13
C 0.735 1.589 -0.188 3.57 3.80 0.64
C -0.565 1.725 -0.165 -3.11 1.13 0.85
C -1.210 0.459 0.285 1.04 -0.83 -1.41
S -2.721 -0.074 0.062 0.04 0.74 0.54
H -1.137 -2.229 -0.129 0.65 0.61 -0.98
H -0.013 -1.355 -1.381 -0.49 -0.09 -0.79
H 0.568 -2.524 -0.205 0.49 0.18 0.05
H 0.148 -0.625 1.752 -0.47 -0.31 -2.68
H 1.550 2.463 -0.063 -2.07 -2.02 -1.25
H -1.115 2.687 -0.299 0.41 -1.07 0.06
```
Forces are in eV/Å.

No. 3
Formula: C5H6FN
Source: the OMol25 dataset
Level of theory: wB97M-V/def2-TZVPD

Calculated values
Charge ... 0
ΔE to the lowest compared entry with this formula, charge and spin ... 5.0 kcal/mol
HOMO level ... -8.3 eV
SMILES ... Cc1c[nH]c(F)c1
2S+1 ... 1

Structure (XYZ):
```
13
Properties=species:S:1:pos:R:3:forces:R:3
C 0.573 -1.392 1.249 -0.61 -0.08 0.07
C 0.115 -0.322 0.259 0.47 -1.21 0.71
C -0.307 -0.540 -1.017 -0.39 -0.32 -0.22
N -0.678 0.706 -1.512 0.07 -0.48 -1.32
C -0.367 1.651 -0.598 -0.52 0.85 -0.07
F -0.560 2.949 -0.856 -0.11 -0.29 -0.26
C 0.083 1.088 0.534 1.00 -0.86 1.64
H -0.263 -1.708 1.962 1.14 0.51 -0.88
H 0.949 -2.307 0.744 -0.35 0.57 0.18
H 1.415 -0.981 1.817 -0.22 -0.21 0.18
H -0.373 -1.473 -1.630 -0.07 1.18 0.75
H -1.066 0.826 -2.441 0.25 0.38 0.45
H 0.480 1.503 1.490 -0.65 -0.03 -1.24
```
Forces are in eV/Å.

No. 4
Formula: C26H35N2O9PbS2
Source: the OMol25 dataset
Level of theory: wB97M-V/def2-TZVPD

Calculated values
Charge ... +1
HOMO level (alpha / beta) ... -11.0 / -10.9 eV
2S+1 ... 1

Structure (XYZ):
```
75
Properties=species:S:1:pos:R:3:forces:R:3
Pb 0.117 0.456 0.487 0.50 -0.97 0.58
C 1.917 -2.306 2.192 0.45 -0.11 0.02
O 0.604 -1.788 2.061 -0.10 0.64 -0.18
C -0.082 -1.568 3.272 -0.17 0.23 0.38
C 0.272 -0.258 3.979 0.09 -0.63 0.11
O -0.212 0.829 3.210 -0.01 0.07 -0.62
C 0.219 2.087 3.700 -0.06 0.46 -0.17
C -0.335 3.186 2.789 -0.11 -0.22 0.58
O 0.200 3.179 1.482 -0.11 -0.41 -0.26
C 1.532 3.666 1.396 0.36 0.17 0.03
H 1.937 -3.141 2.903 -0.11 0.05 -0.13
H 2.633 -1.541 2.505 -0.12 -0.09 0.03
H 2.204 -2.659 1.201 0.02 -0.03 0.08
H 0.098 -2.406 3.956 -0.09 0.09 -0.02
H -1.140 -1.536 2.998 0.02 -0.09 0.14
H 1.357 -0.170 4.112 -0.04 0.03 0.00
H -0.212 -0.235 4.968 0.13 -0.07 -0.15
H 1.315 2.125 3.722 -0.08 -0.04 0.09
H -0.166 2.238 4.721 0.10 0.01 -0.21
H -0.156 4.163 3.260 -0.07 -0.14 -0.07
H -1.411 3.032 2.665 0.06 0.09 0.13
H 1.591 4.674 1.820 -0.01 -0.06 -0.03
H 1.796 3.691 0.342 0.05 0.04 -0.04
H 2.248 3.009 1.894 -0.05 0.05 0.02
O 2.127 1.311 -1.049 -0.56 0.23 0.09
S 3.118 0.897 -0.065 2.05 -0.19 -0.42
O 4.135 1.871 0.207 -0.13 0.00 0.06
O 2.445 0.417 1.170 -1.54 0.14 0.59
C 3.944 -0.607 -0.607 0.15 1.38 0.65
C 5.245 -0.717 -0.144 0.01 -0.14 -0.15
C 5.942 -1.891 -0.372 0.02 0.09 0.10
C 5.337 -2.937 -1.048 -0.06 -0.02 -0.06
C 4.036 -2.811 -1.509 0.24 0.02 0.17
C 3.341 -1.636 -1.269 -1.29 -0.64 -0.95
S 1.675 -1.598 -2.007 1.30 -1.02 -0.53
O 1.343 -2.974 -2.247 -0.15 0.10 0.16
O 1.759 -0.766 -3.179 -0.19 0.42 -0.01
O 0.778 -1.033 -0.961 -0.41 -0.01 0.19
H 5.675 0.126 0.374 0.16 -0.04 0.05
H 6.952 -1.987 -0.009 0.16 -0.03 0.02
H 5.880 -3.852 -1.220 0.06 -0.11 -0.03
H 3.537 -3.606 -2.039 0.02 -0.10 -0.04
C -1.610 -1.042 0.313 0.06 0.35 0.21
C -2.366 -1.988 0.247 0.18 1.17 0.13
C -3.498 -2.839 0.213 -0.28 -0.63 -0.12
C -3.862 -3.478 -0.975 0.06 -0.07 0.31
C -4.972 -4.301 -0.991 -0.15 0.01 -0.03
C -5.734 -4.470 0.156 0.07 -0.02 0.02
C -5.361 -3.851 1.341 -0.10 0.00 -0.05
C -4.251 -3.032 1.374 0.14 -0.05 -0.18
H -3.258 -3.353 -1.859 0.10 0.04 -0.09
H -5.241 -4.816 -1.900 -0.07 -0.01 -0.08
H -6.616 -5.089 0.130 -0.07 -0.13 0.01
H -5.931 -4.009 2.242 -0.12 -0.01 0.07
H -3.950 -2.548 2.290 0.03 0.06 0.08
C -1.049 3.227 -1.305 0.35 -0.36 0.75
C -1.754 3.914 -2.529 -0.53 0.66 -0.77
N -1.889 2.936 -3.571 0.35 -0.34 0.62
C -2.724 1.851 -3.151 -0.72 0.42 -0.91
C -2.044 1.151 -1.916 0.32 -0.32 0.65
N -0.808 1.844 -1.644 -0.28 0.20 -0.28
C 0.079 1.753 -2.776 0.69 -0.45 0.77
C -0.605 2.467 -3.997 -0.46 0.48 -1.10
H -1.672 3.285 -0.413 -0.03 0.07 -0.10
H -0.097 3.706 -1.090 -0.04 0.05 -0.05
H -1.156 4.749 -2.898 0.01 -0.06 0.11
H -2.742 4.286 -2.252 0.10 -0.06 0.06
H -2.843 1.148 -3.973 0.03 -0.05 0.10
H -3.703 2.242 -2.869 0.05 -0.09 0.03
H -1.829 0.105 -2.137 -0.07 0.04 -0.01
H -2.698 1.205 -1.045 -0.02 -0.05 -0.10
H 0.301 0.708 -2.996 -0.03 0.04 -0.15
H 1.027 2.225 -2.524 -0.17 0.09 -0.21
H -0.726 1.763 -4.819 0.06 -0.04 0.05
H -0.010 3.315 -4.334 0.08 -0.08 0.07
```
Forces are in eV/Å.

No. 5
Formula: C21H24N6OS
Source: the OMol25 dataset
Level of theory: wB97M-V/def2-TZVPD

Calculated values
Charge ... 0
ΔE to the lowest compared entry with this formula, charge and spin ... 92.5 kcal/mol
HOMO level ... -8.7 eV
SMILES ... CC(C)(C)n1nnnc1[C@@H](c1cccs1)N(Cc1cccnc1)Cc1ccco1
2S+1 ... 1

Structure (XYZ):
```
53
Properties=species:S:1:pos:R:3:forces:R:3
C 0.298 1.019 2.264 -0.19 0.00 0.04
C -1.217 0.900 2.433 0.27 0.16 0.79
C -1.763 2.189 3.051 0.00 -0.09 -0.05
C -1.597 -0.288 3.324 0.00 0.12 -0.14
N -1.851 0.737 1.131 -0.08 -0.62 -1.23
N -2.833 1.556 0.746 -0.05 0.71 0.91
N -3.248 1.175 -0.384 -0.69 0.42 -0.58
N -2.583 0.110 -0.800 0.48 -0.78 -0.13
C -1.705 -0.179 0.135 -0.35 0.41 0.56
C -0.730 -1.305 0.072 0.23 -0.11 -0.04
C -1.315 -2.502 -0.626 0.12 -0.44 0.25
C -2.123 -2.588 -1.716 0.00 0.03 0.01
C -2.391 -3.923 -2.101 0.05 -0.20 -0.03
C -1.782 -4.834 -1.303 0.24 -0.01 0.32
S -0.868 -4.084 -0.056 -0.36 0.29 -0.41
N 0.520 -0.819 -0.524 0.04 -0.16 0.09
C 0.355 -0.181 -1.828 0.01 0.17 -0.05
C 0.213 1.310 -1.678 0.02 0.26 -0.10
C 1.106 2.030 -0.892 -0.13 0.05 -0.16
C 0.945 3.400 -0.767 0.01 -0.08 -0.04
C -0.103 4.002 -1.447 0.19 0.14 0.17
N -0.943 3.333 -2.215 -0.38 0.37 -0.26
C -0.791 2.026 -2.324 0.24 -0.33 0.04
C 1.590 -1.811 -0.494 0.13 0.17 -0.27
C 2.914 -1.128 -0.590 0.00 0.04 0.91
C 3.661 -0.473 0.345 -0.38 -0.39 -0.37
C 4.805 0.017 -0.331 0.08 -0.05 -0.52
C 4.666 -0.374 -1.626 0.59 0.48 0.43
O 3.526 -1.065 -1.792 -0.27 -0.28 -0.30
H 0.539 1.949 1.755 0.04 0.04 -0.05
H 0.707 0.200 1.680 0.08 -0.07 -0.06
H 0.769 1.027 3.244 0.02 0.01 0.13
H -2.834 2.114 3.212 -0.06 0.05 0.05
H -1.271 2.370 4.003 0.11 -0.07 0.09
H -1.580 3.032 2.390 0.01 0.09 0.00
H -1.265 -0.098 4.341 0.06 0.01 0.09
H -2.678 -0.419 3.334 -0.08 0.00 0.01
H -1.141 -1.215 2.986 0.04 -0.10 0.00
H -0.475 -1.614 1.093 -0.05 0.11 -0.11
H -2.548 -1.729 -2.202 -0.03 0.10 -0.04
H -3.014 -4.185 -2.937 -0.11 -0.08 -0.13
H -1.809 -5.904 -1.360 -0.06 -0.22 -0.07
H 1.247 -0.383 -2.428 -0.13 -0.07 0.03
H -0.510 -0.584 -2.366 0.11 -0.02 -0.07
H 1.911 1.515 -0.389 0.06 -0.06 0.08
H 1.619 3.985 -0.160 0.04 0.07 0.04
H -0.278 5.068 -1.380 0.06 0.11 0.06
H -1.513 1.523 -2.954 -0.04 -0.17 -0.01
H 1.535 -2.345 0.459 0.04 -0.01 -0.08
H 1.506 -2.546 -1.310 -0.01 -0.05 0.16
H 3.429 -0.359 1.384 -0.13 -0.02 0.23
H 5.612 0.578 0.091 0.21 0.11 0.01
H 5.284 -0.232 -2.490 0.01 -0.03 -0.17
```
Forces are in eV/Å.

| no. | electronic energy (eV) |
| --- | --- |
| 1 | -8800.8375 |
| 2 | -27987.3555 |
| 3 | -9489.2702 |
| 4 | -75843.6039 |
| 5 | -43988.0020 |